[1]
One molecule with the formula C3H5FOS, computed with ωB97M-V/def2-TZVPD.

HOMO level   -9.51 eV
Total energy   -690.5626 a.u.
Kohn-Sham gap   10.16 eV
ΔE to the lowest compared entry with this formula, charge and spin   70.9 kJ/mol
Total charge   0

Positions of all 11 atoms, in Å:
S: -0.48986 1.21114 1.10557
F: -1.15599 -1.50639 -1.13102
O: 1.44297 1.08632 -1.11212
C: 0.26250 -0.31500 0.47230
C: 1.18431 0.01965 -0.68712
C: -0.60804 -1.50751 0.15417
H: 0.91262 -0.79141 1.26141
H: -0.09759 -2.50941 0.29825
H: 0.47399 1.90427 0.49878
H: 1.76731 -0.84826 -1.18977
H: -1.39111 -1.44927 0.88229

Population analysis type Mulliken, resulting atomic charges in e: -0.222 -0.299 -0.428 0.082 0.012 -0.438 0.253 0.283 0.145 0.285 0.328


[2]
An isolated ion of composition C5H13NP and charge +1, computed with ωB97M-V/def2-TZVPD.

HOMO level   -12.70 eV
Total energy   -594.0785 a.u.
Kohn-Sham gap   8.75 eV
ΔE to the lowest compared entry with this formula, charge and spin   185.6 kJ/mol
Total charge   +1

Positions of all 20 atoms, in Å:
P: 1.09289 -0.41572 -0.90882
N: -1.44059 0.69684 -0.56595
C: -1.32175 0.49501 0.86526
C: 0.87229 -0.54775 0.86719
C: 0.63962 -1.86835 1.49177
C: -0.73920 -0.35824 -1.35635
C: 1.49302 1.38043 -1.05964
H: 1.27146 1.73445 -2.06587
H: -1.01578 1.59918 -0.81212
H: -2.42594 0.71469 -0.86503
H: -1.17913 -1.32707 -1.11274
H: 0.99791 1.99678 -0.30917
H: 0.21552 -1.76951 2.48956
H: 1.42691 0.15843 1.47209
H: 2.56713 1.48711 -0.91579
H: -0.87065 -0.17547 -2.42504
H: -1.27669 1.38729 1.46437
H: -1.92545 -0.30910 1.25192
H: 0.01033 -2.51585 0.88419
H: 1.60808 -2.36314 1.61017

Population analysis type Mulliken, resulting atomic charges in e: 0.062 -0.137 -0.839 0.034 -1.173 -0.704 -1.155 0.362 0.354 0.376 0.404 0.413 0.359 0.472 0.345 0.446 0.333 0.363 0.301 0.385


[3]
A 2-piece molecular cluster, C6H12N2 overall, computed with ωB97M-V/def2-TZVPD.

HOMO level   -8.59 eV
Total energy   -345.2714 a.u.
Kohn-Sham gap   9.52 eV
ΔE to the lowest compared entry with this formula, charge and spin   148.4 kJ/mol
Total charge   0

Positions of all 20 atoms, in Å:
N: -2.07739 0.50523 -0.63763
N: -0.76327 -0.18141 -2.26709
C: -1.50942 -0.71017 -0.12082
C: 0.22639 -2.25583 -1.36551
C: -0.71754 -1.12443 -1.17781
C: -1.62051 0.74068 -1.93232
C: 0.97910 0.75671 2.21086
C: 1.73506 1.54605 1.19855
H: 1.08442 -1.75516 -0.89386
H: 0.16201 -3.17328 -0.68312
H: 1.74464 0.14703 2.62273
H: 0.54359 -2.64023 -2.38972
H: 2.59785 2.26343 1.62299
H: -2.65260 1.03677 -0.12475
H: 0.42032 1.30340 2.92165
H: 1.04242 2.26545 0.60515
H: -1.84436 1.54732 -2.60674
H: 0.18214 0.03638 1.78113
H: -1.78273 -1.15981 0.84003
H: 2.24987 0.85185 0.39628

Population analysis type Mulliken, resulting atomic charges in e: -0.026 -0.598 -0.826 -0.925 0.784 -0.139 -0.584 -0.717 0.158 0.284 0.277 0.285 0.272 0.078 0.342 0.206 0.438 0.025 0.477 0.187


[4]
One molecule with the formula C10H14O6, computed with ωB97M-V/def2-TZVPD.

HOMO level   -9.31 eV
Total energy   -840.7988 a.u.
Kohn-Sham gap   9.34 eV
ΔE to the lowest compared entry with this formula, charge and spin   0.0 kJ/mol
Total charge   0

Positions of all 30 atoms, in Å:
O: -0.83247 -3.94627 -0.79045
O: 2.13330 2.85167 1.70274
O: 2.80989 0.73245 1.70457
O: -0.20972 0.55900 -2.13037
O: 1.67457 -0.64331 -1.74932
O: -1.93839 -1.54759 -1.62255
C: 0.11359 -0.34472 1.43874
C: 0.57498 1.15072 1.13553
C: 1.92327 1.51914 1.50804
C: 0.01832 -2.86662 -0.85212
C: -2.19702 -0.92428 1.11477
C: 0.08319 3.04639 -0.36978
C: 0.34629 -0.40040 -1.52215
C: -0.96293 -0.83037 0.51405
C: -0.39643 1.98821 0.58015
C: -0.59884 -1.42597 -0.90030
H: -2.34658 -0.44568 2.13037
H: 0.99342 -0.98568 1.31733
H: 3.04037 3.13489 2.02511
H: 0.69830 -2.75341 -0.03470
H: 0.61537 -3.02862 -1.76227
H: -0.78166 3.46863 -0.92998
H: -0.08454 -0.49677 2.51639
H: 0.50490 3.79187 0.25289
H: 2.07783 0.05179 -2.25302
H: 0.90681 2.59934 -1.00543
H: -2.35701 -0.67036 -1.52418
H: -1.42906 -3.81902 -1.54596
H: -2.94957 -1.49240 0.62820
H: -1.43019 1.72737 0.42370

Population analysis type Mulliken, resulting atomic charges in e: -0.566 -0.470 -0.575 -0.614 -0.456 -0.681 -1.341 0.380 0.444 -0.902 -1.297 -1.293 0.210 0.314 -0.120 1.517 0.284 0.274 0.360 0.435 0.404 0.357 0.705 0.434 0.407 0.255 0.449 0.352 0.379 0.356


[5]
One molecule with the formula C22H27NO2, computed with ωB97M-V/def2-TZVPD.

HOMO level   -7.96 eV
Total energy   -1059.7881 a.u.
Kohn-Sham gap   8.48 eV
ΔE to the lowest compared entry with this formula, charge and spin   33.4 kJ/mol
Total charge   0

Positions of all 52 atoms, in Å:
O: 3.35232 -0.08731 0.24470
O: 0.05530 -2.38904 -2.31387
N: -0.84300 -1.71214 -0.36414
C: 3.96607 2.22849 0.74497
C: -3.08338 -4.77056 0.05426
C: -1.26262 -3.07658 -0.09152
C: -0.22689 -0.74020 1.87529
C: 1.50943 0.25701 -1.00772
C: 2.49882 3.88927 -0.25930
C: 2.34859 -0.66010 -0.45266
C: 2.04532 1.53567 -0.63845
C: 1.12624 5.61183 -1.25891
C: -3.33285 -2.81296 -1.49735
C: -0.85991 -1.48514 3.05037
C: 0.29883 -0.07363 -1.82005
C: -1.15675 -0.71707 0.63877
C: -2.78148 -3.28923 -0.15697
C: -0.17657 -1.49073 -1.52412
C: 0.35833 4.63170 -1.89512
C: 3.61164 3.52923 0.54571
C: 2.17795 5.24477 -0.46343
C: 0.63981 3.30260 -1.71301
C: 0.10527 0.68624 2.31195
C: 1.69886 2.89363 -0.88486
C: 3.17065 1.24498 0.14329
H: 0.89152 6.65545 -1.40790
H: -1.10956 -2.51065 2.79320
H: -2.18818 -0.87861 0.96496
H: -0.45790 4.92748 -2.53792
H: 4.81766 1.94490 1.34211
H: 0.59376 1.24027 1.51449
H: 0.55711 -0.05001 -2.88315
H: -3.18504 -1.74210 -1.61774
H: -0.17318 -1.50638 3.89367
H: 2.33619 -1.73171 -0.49731
H: -3.26577 -2.72368 0.64773
H: -2.82193 -3.31868 -2.31288
H: -2.63548 -5.36330 -0.73977
H: 2.78634 5.99676 0.01868
H: 0.77156 0.67281 3.17128
H: -2.68559 -5.11436 1.00682
H: -0.80305 1.21576 2.59312
H: -1.11292 0.27324 0.18921
H: -0.78933 -3.70001 -0.85369
H: -4.15685 -4.94387 0.04889
H: 0.05290 2.56143 -2.23023
H: -0.88501 -3.37936 0.88838
H: -1.77081 -0.98071 3.36759
H: 0.70271 -1.24402 1.59229
H: -4.39784 -3.02253 -1.56763
H: 4.18827 4.32292 0.99703
H: -0.49957 0.64822 -1.64906

Population analysis type Mulliken, resulting atomic charges in e: -0.441 -0.676 0.629 -1.198 -1.647 -1.609 1.377 1.548 0.669 -0.943 0.359 -0.661 -1.522 -1.631 -0.842 -1.799 1.165 0.389 -0.738 -0.954 -0.808 -0.780 -1.661 1.392 -0.124 0.390 0.352 0.484 0.421 0.455 0.241 0.523 0.285 0.444 0.593 0.171 0.309 0.362 0.383 0.396 0.392 0.441 0.552 0.590 0.408 0.358 0.283 0.367 0.153 0.482 0.384 0.290


[6]
A 2-piece molecular cluster, C3H7N2O2 overall, computed with ωB97M-V/def2-TZVPD.

HOMO level   -13.82 eV
Total energy   -378.0872 a.u.
Kohn-Sham gap   10.55 eV
ΔE to the lowest compared entry with this formula, charge and spin   437.4 kJ/mol
Total charge   +1

Positions of all 14 atoms, in Å:
O: -0.58481 -0.78270 -1.37485
O: 1.24181 0.94589 1.67976
N: 1.58726 2.95226 0.57376
N: -0.84706 -0.60523 0.99423
C: -0.43047 0.20100 -0.06753
C: 1.31048 2.01846 1.23922
C: 0.66754 -0.50511 -0.77612
H: -0.16975 -0.45060 1.76133
H: 1.00166 -1.44407 -0.22551
H: -1.77735 -0.21222 1.13924
H: 1.38962 0.17489 -1.39277
H: -1.00663 -1.66188 0.73856
H: -0.74187 -0.45048 -2.25800
H: 1.43222 3.93512 0.52646

Population analysis type Mulliken, resulting atomic charges in e: -0.279 -0.520 -0.317 -0.109 -0.750 0.569 0.030 0.410 0.213 0.390 0.296 0.368 0.401 0.296


[7]
A 2-piece molecular cluster, C2H7PSi overall, computed with ωB97M-V/def2-TZVPD.

HOMO level   -10.23 eV
Total energy   -711.1223 a.u.
Kohn-Sham gap   10.62 eV
ΔE to the lowest compared entry with this formula, charge and spin   65.9 kJ/mol
Total charge   0

Positions of all 11 atoms, in Å:
P: 2.14410 -2.74976 1.06870
Si: -1.07082 0.99962 0.50116
C: 1.96625 -1.27505 0.62054
C: -0.39346 0.08280 -1.02934
H: 1.76012 -0.41310 0.05468
H: -2.45756 1.63438 0.06387
H: -0.38110 -0.98074 -0.82834
H: -0.89970 0.51771 -1.96531
H: -1.24075 -0.07057 1.67580
H: 0.57289 0.37602 -1.19213
H: 0.00004 1.87870 1.03037

Population analysis type Mulliken, resulting atomic charges in e: -0.248 0.357 -0.140 -1.196 0.368 -0.097 0.380 0.312 -0.057 0.403 -0.082


[8]
An isolated ion of composition C9H16N3O and charge +1, computed with ωB97M-V/def2-TZVPD.

HOMO level   -13.54 eV
Total energy   -591.6872 a.u.
Kohn-Sham gap   10.98 eV
ΔE to the lowest compared entry with this formula, charge and spin   442.2 kJ/mol
Total charge   +1

Positions of all 29 atoms, in Å:
O: -3.68605 0.28006 0.55959
N: -2.70157 0.81748 -0.29676
N: -0.36391 -0.08598 -0.46914
N: -2.47682 -1.41818 -0.13211
C: 0.24615 -1.34601 -0.86310
C: 0.01533 0.08229 1.02262
C: 0.19394 1.16672 -1.18657
C: 0.94341 -1.06663 1.35351
C: -3.51708 -1.01823 0.48116
C: 1.18092 1.72495 -0.20702
C: 0.49240 1.50591 1.15071
C: -1.91074 -0.24721 -0.70100
C: 1.49738 -1.46902 -0.03502
H: 0.32339 -1.99467 1.72641
H: -3.15568 1.44316 -0.91322
H: 1.46122 2.70712 -0.32585
H: 1.18145 1.71043 1.91477
H: 1.84648 -2.48269 0.06734
H: -0.51310 1.87064 -1.18860
H: 0.68396 0.87027 -2.08499
H: -0.92809 -0.09758 1.55463
H: -4.23208 -1.46147 1.12959
H: 0.33944 -1.22960 -1.85104
H: -0.35600 -2.08540 -0.50068
H: 2.32292 -0.87758 -0.43032
H: 1.69812 -1.00159 2.10180
H: -0.32965 2.28264 1.25855
H: 1.99655 1.06079 0.09385
H: -1.86564 -0.40877 -1.75412

Population analysis type Mulliken, resulting atomic charges in e: -0.324 0.037 0.412 -0.473 -0.940 -0.057 -0.568 -0.691 -0.050 -0.686 -0.829 -0.246 -0.741 0.346 0.270 0.572 0.454 0.463 0.518 0.272 0.217 0.423 0.524 0.526 0.292 0.364 0.317 0.149 0.448